A structure of composition C4H6O, computed with wB97M-V/def2-TZVPD.

Output
Multiplicity: 1
Energy relative to the best compared isomer or geometry (same formula, charge and spin), eV: 4.793
Total charge: 0
Max |F|, Eh/bohr: 0.00773
HOMO energy, eV: -8.424
Frontier orbital gap, eV: 9.18

```
11
Properties=species:S:1:pos:R:3:forces:R:3
O -0.0221 0.4372 0.2962 0.2 0.0 0.0
C -1.3273 0.5303 -0.2741 -0.1 0.0 -0.1
C 0.7751 -1.0007 0.7011 -0.1 -0.2 0.2
C 1.9040 -0.6525 -0.1345 -0.3 0.2 -0.1
C 1.3016 0.4213 -0.5878 0.1 0.0 -0.1
H 0.1155 -1.8018 0.3570 0.0 0.2 0.1
H 1.3867 1.2977 -1.2192 0.0 -0.1 0.1
H -1.5603 -0.3145 -0.9343 0.2 0.1 0.1
H -2.0500 0.5798 0.5454 0.1 0.0 -0.1
H -1.3747 1.4624 -0.8446 0.0 -0.1 0.1
H 0.8356 -0.9431 1.7901 0.1 0.0 -0.2
```
Positions in Å, forces in eV/Å.